[1]
Entry from OMol25: a cluster of 10 separate species, C22H28Cl24N4 in total at a distorted geometry (ωB97M-V with the def2-TZVPD basis set).

Properties
* HOMO: -0.397 hartree
* SMILES: ClC(Cl)(Cl)Cl.ClC(Cl)(Cl)Cl.ClC(Cl)(Cl)Cl.ClC(Cl)(Cl)Cl.ClC(Cl)(Cl)Cl.ClC(Cl)(Cl)Cl.CCCC#N.CCCC#N.CCCC#N.CCCC#N
* max |F|: 3.57 eV Å⁻¹
* Kohn-Sham gap: 10.707 eV

Structure (ORCA input):
```
! wB97M-V def2-TZVPD RIJCOSX def2/J DEFGRID3
* xyz 0 1
C -4.00 1.69 -1.85
H 0.48 -1.43 -1.76
H 3.14 -1.40 -0.06
Cl 0.09 -0.73 -6.56
Cl 3.30 -0.36 2.78
C -1.88 3.84 3.16
H 4.83 -0.97 -0.15
H 1.11 5.42 -0.19
H 1.21 4.67 -1.85
C 1.97 3.02 1.03
H 0.08 -2.27 -0.17
H 2.10 -3.21 -1.75
Cl -2.31 -0.48 -5.00
H 1.29 0.02 -0.06
H 4.47 -3.32 -1.14
H -4.41 1.93 -2.86
N 3.21 0.92 -2.12
Cl -1.84 -6.71 -4.61
C 1.61 4.67 -0.80
Cl -1.54 -3.83 -4.60
Cl 3.12 -3.20 1.97
N 2.42 2.70 2.05
Cl -1.45 -0.45 7.35
H -5.22 0.94 1.27
H 3.20 -3.60 -3.20
C -1.01 0.39 -5.83
H 3.42 4.27 -1.80
Cl -0.19 1.35 -4.49
N -1.57 2.62 -1.56
Cl 1.38 -0.10 7.61
Cl -1.66 1.55 -7.04
H -0.22 0.75 -0.55
H -5.82 1.98 -0.87
Cl -4.23 -4.65 3.51
C 2.92 -2.89 -2.44
Cl -3.40 -2.08 4.60
C -2.61 2.12 -1.58
Cl -2.58 5.03 4.24
C -0.08 -1.43 -0.81
H -1.37 -0.24 1.59
H 2.47 -2.00 -2.96
H 4.95 -2.18 -2.36
C -1.51 -1.50 -1.20
H 1.80 2.53 -0.89
H 3.36 6.00 -1.16
C -0.99 -5.38 -3.92
Cl -0.36 3.26 4.00
H 3.67 4.60 -0.10
Cl -3.00 2.51 2.92
Cl 0.71 -5.62 -4.25
C 3.91 -1.23 -0.79
C 4.11 -2.40 -1.69
Cl -3.32 -2.56 1.74
C -4.81 1.96 -0.61
Cl -1.44 -3.86 3.52
H -4.83 -0.03 -0.14
H -3.87 0.64 -1.95
C 0.14 -0.12 0.03
C 3.48 -0.03 -1.51
C 1.35 3.31 -0.22
H -3.51 0.75 0.72
Cl 3.80 -2.63 4.79
H 0.27 3.12 -0.24
C 3.95 -2.02 3.11
H 0.21 -1.08 1.94
H 0.06 0.69 1.96
Cl 0.29 -2.74 6.98
Cl -1.50 4.61 1.63
Cl 0.24 -0.54 5.07
C -4.59 0.83 0.40
Cl 5.59 -1.91 2.66
C -0.28 -0.25 1.44
N -2.67 -1.59 -1.31
C 0.12 -0.95 6.83
C 3.09 4.94 -0.94
C -3.09 -3.24 3.32
Cl -1.21 -5.36 -2.15
H -4.56 2.96 -0.15
*
```

[2]
Entry from OMol25: the ion C28H39N2O4 with charge +1 (ωB97M-V with the def2-TZVPD basis set).

Properties
* HOMO: -0.410 hartree
* SMILES: CCCCCCCCCCOC(=O)Cn1c(COc2ccccc2OC)[n+](C)c2ccccc21
* max |F|: 0.99 eV Å⁻¹
* Kohn-Sham gap: 8.458 eV

Structure (ORCA input):
```
! wB97M-V def2-TZVPD RIJCOSX def2/J DEFGRID3
* xyz 1 1
O -2.36 -1.64 -1.12
C -0.23 -4.45 -0.46
H 3.71 3.94 0.37
C -7.34 1.51 0.02
H -1.07 -0.21 0.93
H -1.71 -3.74 -1.88
H 2.81 3.53 2.64
H 0.33 -2.46 -1.06
C -3.13 2.94 -0.63
C 0.24 2.34 0.79
H 4.55 -2.24 -0.18
H -0.04 -2.62 0.66
H -6.34 -1.51 1.21
C -2.64 -2.29 -0.15
H 4.52 -0.24 -1.32
H 7.02 1.07 -0.15
C -6.13 2.13 -0.24
H 4.26 -2.93 1.41
O -1.04 1.85 1.03
C 0.44 2.44 -2.87
C -3.33 -1.65 1.08
H -4.20 -2.24 1.36
H 0.57 2.49 2.88
C -2.93 0.66 0.32
H -2.63 -1.65 1.91
H 6.87 0.48 -1.80
C 0.45 -3.11 -0.19
H 0.32 -4.99 -1.23
C -1.44 0.66 0.38
H -2.16 -5.26 -1.04
H 6.81 -0.65 -0.45
H 2.46 -3.63 -0.76
O -2.44 -3.57 0.05
C 2.00 3.15 -0.62
H -2.17 2.78 -1.11
H 2.09 -1.60 1.49
C -5.05 0.10 0.56
H -8.25 2.05 -0.18
C 0.99 2.68 1.90
N -3.74 -0.32 0.74
H -0.34 2.08 -3.54
C 2.55 -1.93 0.56
H 4.95 1.28 1.29
C -7.40 0.22 0.53
H 5.75 -1.01 1.58
C -1.67 -4.29 -0.93
H -3.01 3.67 0.17
H 4.75 1.50 -1.15
C -4.98 1.40 0.04
C 2.24 3.26 1.76
H 2.41 3.34 -1.60
C 4.68 -0.83 1.45
C 6.52 0.35 -0.78
H -0.21 -5.06 0.45
H 4.24 -0.73 2.45
H 2.06 -4.00 0.92
C 4.46 0.49 0.71
H -8.37 -0.22 0.72
H 3.40 0.72 0.69
C 0.74 2.58 -0.50
C -6.27 -0.51 0.81
C 1.93 -3.26 0.12
H 2.35 -1.18 -0.20
C 2.74 3.49 0.50
H -3.83 3.33 -1.37
O -0.06 2.25 -1.56
H -6.09 3.13 -0.62
C 4.06 -2.06 0.77
H -1.04 0.61 -0.64
H 0.63 3.50 -3.07
H 1.35 1.86 -3.04
C 5.01 0.53 -0.71
N -3.64 1.70 -0.11
*
```

[3]
Entry from OMol25: a cluster of 2 separate species, C10H17F3O7P in total at a distorted geometry (ωB97M-V with the def2-TZVPD basis set).

Properties
* HOMO: -0.126 hartree
* max |F|: 4.75 eV Å⁻¹
* Kohn-Sham gap: 5.280 eV

Structure (ORCA input):
```
! wB97M-V def2-TZVPD RIJCOSX def2/J DEFGRID3
* xyz -1 1
F -2.70 1.49 -6.05
F -1.10 0.70 -4.82
H -1.76 1.64 -2.03
O -0.22 3.18 -3.95
C -1.03 -1.97 1.98
C 3.81 -1.59 3.00
C -0.42 3.25 -2.55
F -2.92 1.42 -3.89
C 3.03 -1.19 1.67
O -3.01 -2.31 4.01
H 0.76 -1.36 3.18
H -1.16 4.01 -2.27
C -0.14 -0.03 0.91
H 2.09 -3.76 2.21
H -1.19 -0.73 4.35
O 3.08 0.02 1.32
C -0.71 1.91 -1.90
C -2.04 1.69 -4.88
O -0.23 0.84 1.79
H -2.86 -0.08 2.90
H -1.49 -2.98 1.69
C 0.40 -2.30 2.64
H 0.19 -3.07 3.47
H 0.53 3.61 -2.14
H 4.51 -2.48 2.89
H -0.10 1.12 -2.34
H 0.70 0.09 0.13
H -0.88 3.16 -5.82
O 2.25 -2.05 0.87
C -1.38 3.11 -4.83
O -0.98 -1.17 0.77
P -2.12 -1.24 3.36
H 4.47 -0.69 3.27
C 1.45 -2.98 1.65
O -2.24 4.08 -4.56
H 0.84 -3.59 0.89
H 3.10 -1.72 3.90
H -0.52 1.96 -0.83
*
```

[4]
Entry from OMol25: a cluster of 2 separate species, C4H12N2O2 in total at a distorted geometry (ωB97M-V with the def2-TZVPD basis set).

Properties
* HOMO: -0.309 hartree
* max |F|: 5.50 eV Å⁻¹
* Kohn-Sham gap: 4.419 eV

Structure (ORCA input):
```
! wB97M-V def2-TZVPD RIJCOSX def2/J DEFGRID3
* xyz 0 1
H 2.08 -0.27 -0.62
O -1.05 0.15 -2.87
H 0.53 0.40 2.65
H 2.27 -0.09 2.21
H -0.17 1.06 -0.75
C 1.75 -1.14 -0.04
H 2.45 -1.68 0.63
C 1.32 0.38 1.91
C -0.92 0.79 -0.07
C -0.61 -0.53 0.52
O 1.51 1.56 1.30
H -2.91 1.25 -0.67
H -1.22 -0.59 1.41
H -1.68 0.33 -2.06
H -0.94 -1.29 -0.15
H 1.32 -1.88 -0.66
N 0.75 -0.75 0.95
H -0.90 1.55 0.71
N -2.21 0.51 -0.68
H -1.37 0.25 -3.74
*
```

[5]
Entry from OMol25: a structure of composition C22H21F6O2Sm at a distorted geometry (ωB97M-V with the def2-TZVPD basis set).

Properties
* HOMO (alpha / beta): -0.262 / -0.262 hartree
* max |F|: 2.14 eV Å⁻¹
* Kohn-Sham gap (alpha / beta): 6.045 / 6.331 eV

Structure (ORCA input):
```
! wB97M-V def2-TZVPD RIJCOSX def2/J DEFGRID3
* xyz 0 6
C 1.09 -7.08 -1.53
C -1.63 2.43 0.25
C -2.38 1.24 0.51
F 1.97 6.14 3.14
H 0.50 -9.15 -1.86
H -2.86 1.02 1.47
H 0.68 -3.32 -3.33
C -1.08 2.38 -1.07
C 0.63 5.76 0.32
C -1.12 -7.76 -2.30
H 1.90 -1.52 1.38
H 1.40 -4.94 -1.28
F -1.84 5.30 1.62
C 0.19 -8.09 -1.90
C -2.37 0.47 -0.70
H -0.78 -2.13 -3.28
C 0.91 1.55 2.28
H -1.83 -8.54 -2.59
H 2.12 2.77 0.80
C 0.54 4.87 1.58
F 2.94 4.58 1.94
C -0.23 -2.96 -2.82
H 0.31 2.24 2.83
H -0.38 3.11 -1.48
C 2.43 0.58 0.79
C 0.70 -5.73 -1.58
H -0.26 5.55 -0.29
H -1.48 3.21 0.97
H -2.74 -0.56 -0.79
Sm -0.01 0.34 0.03
F -1.05 4.18 3.35
H 2.10 -7.33 -1.21
C 1.79 4.91 2.59
C 1.83 -0.47 1.59
C 1.88 1.83 1.24
H 0.71 6.82 0.56
C -0.76 5.19 2.46
F -0.65 6.35 3.14
H -1.22 0.78 -2.64
C 0.87 0.14 2.49
F 1.64 4.00 3.61
H -2.13 -3.80 -2.02
H 0.18 -0.34 3.18
H 3.07 0.50 -0.09
C -0.61 -5.38 -1.97
C -1.51 -6.42 -2.34
O 0.37 3.70 0.98
O -0.22 -2.92 -1.39
H -2.53 -6.14 -2.66
C -1.57 1.18 -1.69
H 1.49 5.42 -0.28
C -1.02 -3.96 -2.06
*
```

[6]
Entry from OMol25: a structure of composition C52H49AsGaN7PS2 at a distorted geometry (ωB97M-V with the def2-TZVPD basis set).

Properties
* HOMO: -0.507 hartree
* max |F|: 3.87 eV Å⁻¹
* Kohn-Sham gap: 5.432 eV

Structure (ORCA input):
```
! wB97M-V def2-TZVPD RIJCOSX def2/J DEFGRID3
* xyz 3 1
C 2.95 1.06 -1.57
H 3.87 -4.75 -0.27
N 0.83 -0.87 2.40
C 0.24 3.22 -4.96
H -3.06 5.43 2.04
H 2.03 -5.14 1.50
H 0.50 4.24 -5.08
S -1.83 1.86 -0.04
C -2.80 -0.89 -8.18
N -0.57 4.06 -1.06
C 2.37 -2.45 3.91
C -3.83 -0.42 3.81
N 1.50 0.45 0.24
C 0.28 -1.37 3.47
H -3.80 -1.22 5.74
C 2.86 -2.04 2.69
H 3.70 2.36 2.43
C 2.44 -0.36 0.78
H 2.38 2.68 1.34
H -0.22 3.56 -1.87
C 5.19 3.18 6.33
C -0.43 5.42 -0.96
H 0.15 6.02 -1.67
H -3.45 -0.72 -0.45
H 7.01 2.02 6.45
N 2.17 2.14 4.46
C 2.10 -1.08 2.00
H 6.27 0.23 4.82
C 6.02 2.09 6.01
C -4.98 -3.41 0.88
C -4.83 -2.13 0.35
C -1.38 3.49 -0.13
H -0.01 -3.88 1.35
C -2.40 -2.47 0.06
H -0.90 -0.37 -7.37
H -1.94 -0.07 -1.77
H -1.88 3.57 -4.61
H 0.97 1.82 -1.15
H 4.08 0.42 3.77
C -1.38 1.54 -4.49
H 3.44 -3.24 -2.06
H 1.42 -1.80 -2.15
H 4.54 -0.96 0.72
H -3.85 -5.14 1.48
C -1.16 -1.04 3.68
H -3.50 0.45 1.86
As -0.58 -1.38 -4.75
C 3.97 0.25 -1.06
H 1.61 0.23 -5.13
C -2.80 4.46 1.64
C 0.72 -3.73 0.61
N -1.75 -0.35 2.70
C -3.24 -1.04 4.84
H 5.53 3.88 7.05
C -3.57 -1.71 -0.02
C 1.75 2.29 3.19
C 1.25 2.28 -5.15
H 1.49 2.09 5.23
C 1.57 -2.60 -1.40
Ga -0.44 0.21 1.19
H -4.61 -1.77 -8.78
C 1.94 -4.47 0.68
H -2.32 3.99 2.56
H -4.96 -3.11 -6.74
N 2.66 2.39 2.23
H -0.26 -0.30 -2.24
H 3.27 1.78 -2.37
H -1.15 -2.81 -3.04
C 2.68 -3.42 -1.35
H -2.48 1.28 -4.31
H -1.32 -1.90 5.49
C -0.43 0.53 -4.64
C 3.74 -0.47 0.14
C -1.58 -1.80 -3.13
C 5.62 1.08 5.14
H 4.87 0.26 -1.67
C -1.90 -1.35 4.73
H -3.27 -2.96 -4.95
H -2.62 -0.41 -9.11
H 2.19 2.58 -5.47
C -1.85 -0.79 -7.15
S 0.07 2.26 2.81
H 3.81 -2.44 2.25
C 3.87 3.18 5.78
H -4.85 -0.12 3.83
H 0.60 -2.55 5.25
P -0.86 -1.65 -0.31
C 1.07 -2.09 4.33
C 0.87 0.96 -4.92
C -1.06 2.86 -4.57
C -1.16 5.77 0.14
C -3.82 -4.12 1.09
C -3.88 -1.72 -7.96
C 1.78 1.15 -0.89
C -4.14 -2.40 -6.76
H -5.91 -3.90 1.11
C -2.54 -3.75 0.59
C 2.93 -4.23 -0.27
H 2.96 -3.15 4.48
C 3.54 2.22 4.86
H -5.77 -1.64 0.11
H -1.69 -4.40 0.74
H -1.38 6.69 0.62
H -2.67 -1.82 -3.20
C -2.04 -1.52 -5.96
H 3.28 4.05 6.08
C -3.19 -2.27 -5.76
H -3.67 3.90 1.42
N -1.83 4.57 0.56
C 4.38 1.20 4.53
C -1.17 -0.92 -1.96
C 0.62 -2.78 -0.42
C -3.05 -0.06 2.71
*
```

[7]
Entry from OMol25: an isolated molecule of C3H2N2S2 at a distorted geometry (ωB97M-V with the def2-TZVPD basis set).

Properties
* HOMO: -0.334 hartree
* SMILES: [H]/N=C1\N=CSC1=S
* max |F|: 1.54 eV Å⁻¹
* Kohn-Sham gap: 7.591 eV

Structure (ORCA input):
```
! wB97M-V def2-TZVPD RIJCOSX def2/J DEFGRID3
* xyz 0 1
N -0.07 -0.18 2.31
N -0.85 1.51 0.82
S -0.07 0.57 -1.49
H -0.32 0.59 2.97
H -1.17 2.69 -0.83
C -0.80 1.75 -0.40
C -0.26 0.24 1.13
C 0.22 -0.45 -0.15
S 0.88 -1.92 -0.23
*
```

Question: Which formula does entry 4 have?
Answer: C4H12N2O2

Question: Which formula does entry 2 have?
Answer: C28H39N2O4